1.
C14H25F6NO8P2S | wB97M-V/def2-TZVPD

The geometry in XYZ format:
```
57
Properties=species:S:1:pos:R:3
N -2.50 4.55 3.41
P -2.47 3.62 2.15
C -0.73 3.27 1.61
C -0.27 4.61 1.05
O 1.16 4.61 0.77
S 1.55 3.64 -0.40
O 2.97 3.66 -0.51
O 0.72 3.88 -1.53
C 1.02 1.99 0.23
P 1.23 0.86 -1.26
O -0.01 0.83 -2.08
C 1.97 1.59 1.38
F 1.48 0.54 2.08
F 2.21 2.56 2.26
F 3.15 1.20 0.87
C -0.49 2.13 0.60
C -1.17 0.82 1.04
F -0.57 -0.29 0.61
F -2.42 0.79 0.57
F -1.27 0.71 2.38
H -3.00 4.11 4.18
H -3.13 2.39 2.28
H -2.97 4.23 0.98
H -0.22 3.07 2.56
H -0.43 5.40 1.79
H -0.81 4.88 0.13
H 1.55 -0.36 -0.66
H 2.37 1.38 -1.89
H -0.99 2.39 -0.34
C 0.14 -0.26 -7.06
C 1.05 -1.44 -6.80
O 1.67 -1.36 -5.51
C 1.08 -1.81 -4.38
C -0.38 -2.21 -4.41
O 1.72 -1.82 -3.36
H -0.69 -0.23 -6.36
H -0.26 -0.32 -8.07
H 0.70 0.67 -6.96
H 0.54 -2.39 -6.92
H 1.89 -1.44 -7.50
H -0.96 -1.33 -4.12
H -0.53 -2.98 -3.66
H -0.73 -2.57 -5.36
C -0.09 -2.45 2.94
C -0.66 -2.70 4.33
O -1.50 -3.85 4.37
C -1.02 -5.10 4.55
C 0.47 -5.35 4.48
O -1.81 -6.00 4.71
H 0.56 -3.26 2.62
H 0.49 -1.53 2.94
H -0.90 -2.36 2.22
H 0.12 -2.76 5.08
H -1.31 -1.87 4.61
H 0.72 -5.63 3.46
H 0.70 -6.18 5.13
H 1.08 -4.50 4.77
```

frontier orbital gap	0.3694	hartree
SMILES	N=[PH2][C@@H]1COS(=O)(=O)[C@@]([PH2]=O)(C(F)(F)F)[C@H]1C(F)(F)F.CCOC(C)=O.CCOC(C)=O
electronic energy	-78510.875	eV
maximum force	1.125	eV/A

The net atomic charges from Mulliken, expressed in e, are: N -0.7820; P 0.3184; C 0.4836; C -1.1870; O -0.3460; S 1.3485; O -0.6223; O -0.6121; C 0.7035; P 0.5215; O -0.6924; C 0.3535; F -0.1901; F -0.2426; F -0.2665; C -1.1328; C 0.5154; F -0.2406; F -0.3229; F -0.2701; H 0.2419; H 0.0707; H 0.0967; H 0.2262; H 0.5201; H 0.4691; H 0.1182; H 0.1861; H 0.6972; C -0.9500; C -0.4091; O -0.3477; C 0.7690; C -0.9732; O -0.5915; H 0.2791; H 0.3566; H 0.2929; H 0.3455; H 0.3203; H 0.2140; H 0.3394; H 0.3533; C -0.2078; C -0.7043; O -0.3794; C 0.7200; C -0.8722; O -0.5635; H 0.3301; H -0.0725; H 0.2334; H 0.3724; H 0.3233; H 0.2420; H 0.3108; H 0.3059

2.
C14H25MoN4O4S3 | wB97M-V/def2-TZVPD

The geometry in XYZ format:
```
51
Properties=species:S:1:pos:R:3
Mo 0.33 -1.29 -0.23
C 3.36 -0.56 0.21
C 2.90 0.26 -1.00
N 1.46 0.58 -0.89
C 1.18 1.83 -0.16
C 1.35 1.69 1.34
S 0.44 0.21 1.87
C 1.67 -0.75 2.80
C 2.33 -1.88 2.01
N 2.38 -1.62 0.55
H 3.48 0.08 1.08
H 4.34 -1.00 0.02
H 3.05 -0.31 -1.91
H 3.50 1.17 -1.08
H 1.07 0.75 -1.81
H 0.15 2.09 -0.41
H 1.82 2.64 -0.53
H 0.90 2.55 1.84
H 2.38 1.63 1.67
H 1.14 -1.17 3.65
H 2.40 -0.03 3.20
H 1.75 -2.80 2.14
H 3.34 -2.05 2.39
H 2.67 -2.49 0.12
C 0.58 -3.24 -1.33
C -0.82 -3.13 -1.29
C -1.21 -1.98 -2.00
C -0.08 -1.35 -2.50
C 1.07 -2.12 -2.09
H 1.20 -4.04 -0.95
H -1.47 -3.77 -0.72
H -2.21 -1.61 -2.08
H -0.04 -0.47 -3.12
H 2.05 -2.06 -2.53
S -1.42 1.91 -2.55
C -2.44 2.42 -1.32
N -2.51 1.90 -0.08
C -3.64 2.45 0.66
C -4.03 3.68 -0.20
N -3.31 3.43 -1.43
H -2.22 0.92 0.04
H -3.34 2.74 1.66
H -4.45 1.72 0.73
H -3.72 4.61 0.27
H -5.11 3.73 -0.37
H -3.31 4.02 -2.25
O -2.79 -2.93 1.04
S -1.90 -1.87 1.39
O -1.72 -0.89 0.21
O -0.43 -2.41 1.33
O -2.13 -1.16 2.60
```

frontier orbital gap	0.2760	hartree
net charge	+1
energy above the lowest of the compared OMol25 structures with the same formula, charge and spin	16.3	kcal/mol
electronic energy	-63431.832	eV
maximum force	2.315	eV/A

The net atomic charges from Mulliken, expressed in e, are: Mo -0.1660; C -0.7508; C -0.7386; N 0.1416; C -0.2217; C -0.7814; S 0.0901; C -0.6959; C -0.9254; N 0.1196; H 0.3267; H 0.4252; H 0.3380; H 0.4856; H 0.1713; H -0.3291; H 0.3633; H 0.5958; H 0.4724; H 0.4753; H 0.4781; H 0.3787; H 0.4770; H 0.3599; C -0.1180; C -0.5096; C -0.4381; C -0.6245; C -0.7701; H 0.5516; H 0.6274; H 0.4117; H 0.7160; H 0.6545; S -0.4675; C 0.2145; N 0.3189; C -0.5125; C -0.5024; N -0.1773; H -0.0087; H 0.3304; H 0.3088; H 0.2853; H 0.3086; H 0.2071; O -0.7361; S 1.6091; O -0.6224; O -0.4834; O -0.6629

3.
C14H25N2O4P | wB97M-V/def2-TZVPD

The geometry in XYZ format:
```
46
Properties=species:S:1:pos:R:3
C -20.21 -28.25 -1.87
C -20.06 -26.93 -2.69
O -21.09 -25.96 -2.50
P -20.82 -24.75 -1.45
O -19.49 -24.66 -0.82
O -22.01 -24.98 -0.32
C -23.44 -24.91 -0.65
C -24.02 -23.65 0.10
O -21.37 -23.49 -2.33
C -20.56 -22.91 -3.30
C -21.13 -21.53 -3.74
H -20.34 -28.09 -0.80
H -21.17 -28.74 -2.03
H -19.40 -28.97 -1.97
H -19.06 -26.51 -2.58
H -20.12 -27.18 -3.75
H -23.63 -25.02 -1.72
H -23.86 -25.85 -0.29
H -23.59 -23.55 1.10
H -23.89 -22.73 -0.47
H -25.06 -23.88 0.33
H -19.51 -22.83 -3.02
H -20.49 -23.49 -4.22
H -22.05 -21.66 -4.31
H -21.25 -20.91 -2.85
H -20.36 -21.02 -4.32
N -19.05 -23.06 -9.43
C -19.20 -24.27 -10.09
C -20.29 -24.20 -10.93
C -20.79 -22.93 -10.86
C -20.10 -22.32 -9.91
H -18.34 -22.75 -8.78
H -18.33 -24.91 -10.11
H -20.67 -24.92 -11.64
H -21.56 -22.39 -11.38
H -20.13 -21.31 -9.53
N -19.54 -16.93 -7.47
C -19.86 -18.10 -8.02
C -19.58 -19.18 -7.16
C -18.94 -18.67 -6.00
C -18.89 -17.29 -6.30
H -19.45 -16.01 -7.90
H -20.21 -18.17 -9.04
H -19.89 -20.18 -7.40
H -18.53 -19.24 -5.18
H -18.50 -16.49 -5.68
```

frontier orbital gap (alpha / beta)	0.0680 / 0.3007	hartree
net charge	-1
spin multiplicity	2
electronic energy	-35382.106	eV
maximum force	4.882	eV/A

The net atomic charges from Mulliken, expressed in e, are: C -1.1722; C -0.7646; O 0.0567; P 1.2177; O -0.7095; O -0.4334; C -0.2613; C -1.0777; O 0.3716; C -1.4973; C -0.6620; H 0.3112; H 0.3070; H 0.3892; H 0.3450; H 0.3451; H 0.2798; H 0.3679; H 0.2683; H 0.2842; H 0.3719; H 0.2457; H 0.3019; H 0.3980; H 0.3611; H 0.0101; N -0.0029; C -1.2822; C -0.0567; C -0.6256; C 0.0843; H 0.4429; H 0.3721; H 0.4916; H 0.3771; H -0.1322; N 0.1631; C -1.1493; C 0.0911; C -1.0258; C -0.6115; H 0.3483; H 0.4610; H 0.3191; H 0.6231; H 0.4582